{
  "formula": "C37H33N5O7Re",
  "method": "the ωB97M-V functional and the def2-TZVPD basis",
  "symbols": ["Re", "C", "O", "C", "C", "C", "C", "C", "C", "N", "N", "C", "O", "C", "C", "C", "C", "C", "C", "C", "O", "H", "H", "H", "H", "H", "H", "H", "H", "H", "H", "H", "H", "C", "C", "C", "C", "C", "C", "C", "C", "C", "C", "N", "C", "C", "C", "C", "C", "N", "H", "H", "H", "H", "H", "H", "H", "H", "H", "H", "H", "H", "H", "H", "H", "H", "H", "O", "C", "O", "C", "C", "C", "C", "C", "C", "N", "O", "O", "H", "H", "H", "H"],
  "coordinates": [[0.1372, -0.3028, 0.0391], [-3.8437, -1.8870, 0.5641], [-4.4458, -0.7527, 1.1791], [-3.8358, 0.4560, 1.2047], [-4.6040, 1.4547, 1.7910], [-4.1605, 2.7626, 1.8876], [-2.9234, 3.0862, 1.3746], [-2.1177, 2.0968, 0.8106], [-0.8551, 2.5374, 0.2514], [0.0536, 1.7727, -0.2126], [1.1830, 2.4181, -0.7423], [2.1162, 1.5419, -0.8770], [1.9755, 0.2765, -0.5342], [3.4077, 1.9341, -1.4842], [4.1628, 0.9671, -2.1408], [5.3260, 1.3303, -2.8044], [5.7419, 2.6545, -2.8000], [4.9972, 3.6161, -2.1274], [3.8286, 3.2606, -1.4751], [-2.5476, 0.7652, 0.7402], [-1.7471, -0.2206, 0.2294], [-4.5851, -2.6779, 0.6433], [-2.9306, -2.1827, 1.0772], [-3.6308, -1.6896, -0.4845], [-5.5760, 1.1620, 2.1677], [-4.7815, 3.5152, 2.3540], [-2.5543, 4.1039, 1.4094], [-0.6629, 3.6054, 0.1981], [3.8298, -0.0626, -2.1237], [5.9052, 0.5800, -3.3271], [6.6473, 2.9382, -3.3211], [5.3267, 4.6474, -2.1164], [3.2341, 4.0008, -0.9557], [-1.7632, -3.8431, -1.4427], [-1.0582, -3.8202, -2.7934], [-1.2182, -2.5077, -3.5457], [-1.9547, -2.5364, -4.7241], [-2.1979, -1.3857, -5.4565], [-1.7182, -0.1790, -4.9901], [-0.9804, -0.0949, -3.8107], [-0.5409, 1.2710, -3.3572], [-1.7135, 2.0360, -2.7383], [-0.7140, -1.2648, -3.0995], [0.1285, -1.2608, -1.9205], [1.1032, -2.1214, -1.9617], [1.6921, -2.5571, -0.7527], [2.6290, -3.5080, -0.4131], [2.6014, -3.6067, 0.9958], [1.6583, -2.7083, 1.4537], [1.0839, -2.0658, 0.3969], [-1.6249, -4.8084, -0.9532], [-2.8330, -3.6776, -1.5741], [-1.3748, -3.0720, -0.7765], [-1.4763, -4.6048, -3.4249], [-0.0118, -4.0856, -2.6456], [-2.3358, -3.4878, -5.0764], [-2.7530, -1.4358, -6.3845], [-1.9058, 0.7329, -5.5464], [-0.1724, 1.8276, -4.2213], [0.2849, 1.1972, -2.6558], [-2.5182, 2.1533, -3.4669], [-1.4022, 3.0296, -2.4094], [-2.1218, 1.4979, -1.8807], [1.3997, -2.5443, -2.9177], [3.2446, -4.0705, -1.0993], [3.1927, -4.2634, 1.6139], [1.3429, -2.5171, 2.4651], [-0.8174, -1.1873, 2.8147], [-0.0469, -0.2510, 2.9353], [0.4918, 0.4177, 1.9475], [0.3521, 0.2484, 4.2973], [1.1000, 1.4117, 4.4409], [1.4858, 1.8396, 5.7000], [1.1147, 1.0807, 6.7926], [0.3719, -0.0793, 6.6800], [-0.0154, -0.4906, 5.4160], [1.5439, 1.5225, 8.1411], [1.2878, 0.7961, 9.0783], [2.1336, 2.5795, 8.2259], [1.3816, 1.9710, 3.5598], [2.0682, 2.7373, 5.8454], [0.1091, -0.6350, 7.5679], [-0.6037, -1.3872, 5.2760]],
  "lowdin_spin": [0.80, 0.00, 0.00, 0.00, 0.00, 0.00, 0.00, 0.00, 0.00, 0.00, 0.01, 0.01, 0.02, 0.00, 0.00, 0.00, 0.00, 0.00, 0.00, 0.01, 0.07, 0.00, 0.00, 0.00, 0.00, 0.00, 0.00, 0.00, 0.00, 0.00, 0.00, 0.00, 0.00, 0.00, 0.00, 0.00, 0.00, 0.00, 0.00, 0.00, 0.00, 0.00, 0.00, 0.00, 0.01, 0.00, 0.01, 0.00, 0.01, 0.00, 0.00, 0.00, 0.00, 0.00, 0.00, 0.00, 0.00, 0.00, 0.00, 0.00, 0.00, 0.00, 0.00, 0.00, 0.00, 0.00, 0.00, 0.01, 0.01, 0.02, 0.00, 0.00, 0.00, 0.00, 0.00, 0.00, 0.00, 0.00, 0.00, 0.00, 0.00, 0.00, 0.00],
  "e_homo_ev": [-7.946, -7.821],
  "e_above_lowest_kj_mol": 0.0,
  "spin_multiplicity": 2
}